Entry 1:
ORCA calculation (ωB97M-V with the def2-TZVPD basis set) on a cluster of 2 separate species, C2H2ClP in total at a distorted geometry.

M = 92.46 g mol⁻¹
E_HOMO (spin up / spin down) = -0.288 / -0.288 Ha
HOMO-LUMO gap (spin up / spin down) = 6.9301 / 6.9307 eV
energy = -23913.26532 eV

Each line ends with the Mulliken charge.
Positions of all 6 atoms, in Å:
C 1.288 0.088 0.228  -0.195
C 0.595 -0.851 0.016  -0.613
P -1.257 1.543 -0.048  0.124
Cl -2.427 0.058 -0.591  -0.154
H 1.655 1.025 0.352  0.460
H 0.145 -1.863 0.042  0.379

Entry 2:
ORCA calculation (ωB97M-V with the def2-TZVPD basis set) on the molecule C2H2ClP at a distorted geometry.

SMILES = ClC1=PC1
M = 92.46 g mol⁻¹
E_HOMO = -0.334 Ha
HOMO-LUMO gap = 9.1399 eV
energy = -23914.35696 eV

Each line ends with the Mulliken charge.
Positions of all 6 atoms, in Å:
Cl -2.126 0.962 0.045  -0.122
C -0.892 -0.186 -0.117  0.243
P -0.222 -1.662 0.013  -0.066
C 0.859 0.005 -0.038  -0.597
H 1.353 0.454 -0.912  0.301
H 1.028 0.426 1.010  0.241

Entry 3:
ORCA calculation (ωB97M-V with the def2-TZVPD basis set) on the molecule C2H2ClP at a distorted geometry.

<S²> = 2.009
M = 92.46 g mol⁻¹
E_HOMO (spin up / spin down) = -0.226 / -0.378 Ha
HOMO-LUMO gap (spin up / spin down) = 5.7534 / 7.7998 eV
energy = -23911.40564 eV
spin multiplicity = 3

Each line ends with the Mulliken spin population.
Positions of all 6 atoms, in Å:
C 0.334 0.825 -0.001  0.734
C -0.766 0.076 -0.006  0.703
P 0.322 -0.454 1.396  0.205
Cl 0.700 -1.913 -0.309  0.281
H 0.672 1.828 -0.325  0.032
H -1.262 -0.363 -0.754  0.045

Entry 4:
ORCA calculation (ωB97M-V with the def2-TZVPD basis set) on a structure of composition C2H2CsFO3 at a distorted geometry.

<S²> = 0.753
M = 225.94 g mol⁻¹
E_HOMO (spin up / spin down) = -0.442 / -0.561 Ha
HOMO-LUMO gap (spin up / spin down) = 8.6379 / 11.6272 eV
energy = -11507.62495 eV
charge = +1
spin multiplicity = 2

Each line ends with the Mulliken spin population.
Positions of all 9 atoms, in Å:
H -4.438 -3.206 -2.114  -0.022
O -3.530 -3.495 -1.937  0.110
Cs 1.575 -0.996 -0.115  0.000
O -1.673 -2.570 -1.109  0.200
C -2.833 -2.548 -1.389  0.711
O 2.358 2.354 0.855  0.000
C 2.705 3.220 1.594  0.000
F 2.798 3.011 2.893  0.000
H 3.038 4.231 1.321  0.000

Entry 5:
ORCA calculation (ωB97M-V with the def2-TZVPD basis set) on a structure of composition C2H2ErLiO2 at a distorted geometry.

<S²> = 6.065
M = 232.24 g mol⁻¹
E_HOMO (spin up / spin down) = -0.819 / -0.779 Ha
HOMO-LUMO gap (spin up / spin down) = 6.0777 / 6.2068 eV
energy = -33988.68519 eV
charge = +3
spin multiplicity = 5

Each line ends with the Mulliken spin population.
Positions of all 8 atoms, in Å:
H 2.324 -1.287 -1.327  0.408
O -1.260 0.899 0.097  0.210
C -0.935 -0.268 0.468  0.911
C 0.354 -0.817 0.393  0.449
O 1.257 -0.128 -0.236  -0.012
Li -3.170 1.224 0.021  0.001
Er 0.858 2.203 -0.169  2.011
H 0.573 -1.826 0.754  0.022

Entry 6:
ORCA calculation (ωB97M-V with the def2-TZVPD basis set) on a cluster of 2 separate species, C2H2F2 in total at a distorted geometry.

<S²> = 2.005
M = 64.03 g mol⁻¹
E_HOMO (spin up / spin down) = -0.311 / -0.452 Ha
HOMO-LUMO gap (spin up / spin down) = 8.0431 / 11.7872 eV
energy = -7534.11563 eV
spin multiplicity = 3

Each line ends with the Mulliken spin population.
Positions of all 6 atoms, in Å:
C 1.161 -0.630 -0.176  0.949
C -1.348 0.637 -0.023  0.836
F 1.956 0.341 0.028  0.062
F -2.297 -0.315 -0.049  0.067
H -1.298 1.402 -0.762  0.049
H -0.446 0.150 0.122  0.038

Entry 7:
ORCA calculation (ωB97M-V with the def2-TZVPD basis set) on the molecule C2H2F2INO at a distorted geometry.

SMILES = NC(=O)C(F)(F)I
M = 220.94 g mol⁻¹
E_HOMO = -0.360 Ha
HOMO-LUMO gap = 10.2982 eV
energy = -19178.89875 eV

Each line ends with the Mulliken charge.
Positions of all 9 atoms, in Å:
N -1.420 0.227 0.096  -0.401
C -0.241 0.843 0.091  0.425
O 0.168 1.940 0.103  -0.449
C 0.929 -0.579 -0.010  0.215
F 0.736 -1.353 1.133  -0.234
F 0.652 -1.403 -1.040  -0.220
I 2.816 0.272 0.125  0.122
H -1.439 -0.719 -0.270  0.268
H -2.201 0.772 -0.229  0.273

Entry 8:
ORCA calculation (ωB97M-V with the def2-TZVPD basis set) on a structure of composition C2H2F2LiMnO at a distorted geometry.

<S²> = 8.790
M = 141.91 g mol⁻¹
E_HOMO (spin up / spin down) = -0.447 / -0.450 Ha
HOMO-LUMO gap (spin up / spin down) = 6.2994 / 6.2382 eV
energy = -41103.75538 eV
charge = +1
spin multiplicity = 6

Each line ends with the Mulliken spin population.
Positions of all 9 atoms, in Å:
F 1.443 -1.033 0.603  0.075
C 0.693 0.983 0.481  0.181
C -0.161 0.724 -0.594  -0.153
O -1.033 -0.342 -0.508  0.142
H 0.584 0.611 1.509  -0.001
H -0.104 1.317 -1.516  0.000
Mn -0.554 -2.034 -0.122  4.755
Li -2.148 1.622 -0.001  -0.003
F 0.556 2.346 0.745  0.004

Entry 9:
ORCA calculation (ωB97M-V with the def2-TZVPD basis set) on a structure of composition C2H2F2LiNiO at a distorted geometry.

<S²> = 2.011
M = 145.67 g mol⁻¹
E_HOMO (spin up / spin down) = -0.497 / -0.496 Ha
HOMO-LUMO gap (spin up / spin down) = 8.2348 / 7.2770 eV
energy = -50828.22043 eV
charge = +1
spin multiplicity = 3

Each line ends with the Mulliken spin population.
Positions of all 9 atoms, in Å:
F 0.969 2.152 0.678  0.142
C -1.620 0.053 0.184  0.086
C -0.789 -0.686 -0.580  -0.049
O 0.537 -0.771 -0.307  0.138
H -1.350 0.609 1.086  0.003
H -1.189 -1.345 -1.360  0.002
Ni 1.634 0.555 0.112  1.672
Li 0.458 -2.665 0.045  0.000
F -2.862 -0.467 0.367  0.007

Entry 10:
ORCA calculation (ωB97M-V with the def2-TZVPD basis set) on a structure of composition C2H2F2LiOY at a distorted geometry.

<S²> = 0.764
M = 175.88 g mol⁻¹
E_HOMO (spin up / spin down) = -0.851 / -0.856 Ha
HOMO-LUMO gap (spin up / spin down) = 8.0942 / 7.6377 eV
energy = -10798.21258 eV
charge = +3
spin multiplicity = 2

Each line ends with the Mulliken spin population.
Positions of all 9 atoms, in Å:
F -0.524 0.073 2.950  0.004
O -0.484 -0.197 0.123  0.282
Y -1.828 -0.947 1.900  0.054
Li 0.895 0.865 2.235  0.001
C 0.071 0.612 -1.430  0.171
C 0.401 -0.661 -1.044  0.204
H 0.912 0.105 -2.305  0.255
F 0.583 1.677 -0.869  0.026
H -0.026 -1.527 -1.559  0.004

Entry 11:
ORCA calculation (ωB97M-V with the def2-TZVPD basis set) on a structure of composition C2H2F2MgNaO at a distorted geometry.

M = 127.33 g mol⁻¹
E_HOMO = -0.458 Ha
HOMO-LUMO gap = 7.0393 eV
energy = -19445.27320 eV
charge = +1

Each line ends with the Mulliken charge.
Positions of all 9 atoms, in Å:
F 1.910 2.765 0.630  -0.641
C -1.302 0.227 0.265  -0.288
C -0.458 -0.490 -0.488  0.092
O 0.881 -0.425 -0.317  -0.720
H -1.027 0.918 1.065  0.282
H -0.838 -1.202 -1.229  0.403
Mg 2.011 1.077 -0.070  1.119
Na 1.424 -2.738 -0.174  0.969
F -2.603 -0.133 0.317  -0.215

Entry 12:
ORCA calculation (ωB97M-V with the def2-TZVPD basis set) on a cluster of 2 separate species, C2H2F2N2 in total at a distorted geometry.

M = 92.05 g mol⁻¹
E_HOMO = -0.336 Ha
HOMO-LUMO gap = 9.7921 eV
energy = -10517.99045 eV

Each line ends with the Mulliken charge.
Positions of all 8 atoms, in Å:
C -1.530 -0.082 -0.600  0.029
C 1.152 0.020 0.169  0.444
N 0.084 0.600 0.474  -0.395
N 2.040 -0.681 -0.130  -0.298
F -1.922 -1.098 0.179  -0.132
F -2.432 0.941 -0.374  -0.164
H 0.028 1.196 1.214  0.224
H 2.580 -0.896 -0.932  0.293